(one)
Density functional theory data (ωB97M-V/def2-TZVPD) for a structure of composition C16H26O5.

Values from the calculation:
* LUMO: 0.007 Ha
* HOMO energy: -9.2 eV
* orbital gap: 9.38 eV

```
! RIJCOSX wB97M-V def2-TZVPD def2/J DEFGRID3
* xyz 0 1
O -4.9309 -0.3655 -1.3802
C -4.2265 0.5112 -0.9125
O -4.5350 1.9005 -1.0857
H -5.4007 1.8633 -1.6799
C -3.2001 0.1232 -0.1593
C -2.8102 -1.0222 0.2469
C -1.6743 -1.3366 1.2513
C -1.4893 0.0001 1.9253
H -2.3637 -0.0269 2.6468
H -0.5079 -0.0960 2.6146
C -1.6028 1.5097 1.3191
O -0.5283 1.5297 0.3830
C -0.2816 2.5001 -0.2905
C 1.0808 2.8234 -0.8171
C 2.1867 2.7496 0.0370
H 2.1031 3.6704 0.8503
C 3.5988 2.4615 -0.4552
H 3.6498 3.3352 -1.1966
O 3.8250 1.5016 -1.2360
H 3.5353 0.7312 -0.4203
H 4.3106 2.7513 0.1524
H 1.9375 2.0385 1.0262
H 1.0990 3.7361 -1.4325
H 1.1103 1.9045 -1.3131
H -1.1097 2.9601 -1.1592
H -0.3203 3.5175 0.5478
O -2.7364 1.2551 0.5708
H -1.5434 2.3184 1.9820
H -1.8672 -2.1435 1.7918
C -0.2989 -1.5421 0.2884
C -0.4950 -2.7397 -0.5420
C 0.6620 -3.1981 -1.5047
C 2.0067 -3.1509 -0.5351
C 2.1342 -1.9720 0.1120
C 0.9293 -1.5893 1.0340
H 0.9290 -2.0675 1.8620
H 1.1520 -0.5402 1.3148
H 3.0717 -1.8288 0.9958
H 2.2293 -1.0248 -0.6138
H 2.7174 -3.2709 -1.1038
H 1.9988 -4.0598 0.3552
H 0.4040 -4.0681 -1.6220
H 0.6806 -2.4603 -2.1328
H -0.6669 -3.7792 0.2852
H -1.5134 -2.7776 -1.1755
H -0.0906 -0.7779 -0.5458
H -3.1584 -1.8543 -0.2789
*
```

(two)
Density functional theory data (ωB97M-V/def2-TZVPD) for a cluster of 3 separate species, C16H26O5 in total.

Values from the calculation:
* LUMO: -0.031 Ha
* HOMO energy: -9.5 eV
* SMILES string: CCCCCCC1=CC(=O)OC1=O.CC(C)=O.CC(C)=O
* orbital gap: 8.63 eV

```
! RIJCOSX wB97M-V def2-TZVPD def2/J DEFGRID3
* xyz 0 1
C 1.5271 0.3182 2.5740
C 0.2055 0.0386 1.7037
C 0.0070 1.0190 0.4582
C -0.3384 2.5421 0.8091
C -0.9416 2.8145 2.2648
C -2.5322 2.5718 2.3949
C -3.0554 1.2441 1.7030
C -3.3798 0.9409 0.3568
C -3.9032 -0.5492 0.2559
O -4.0836 -1.3087 -0.7052
O -4.2457 -0.9836 1.5976
C -3.4077 -0.1335 2.4105
O -3.0370 -0.4489 3.5585
H 1.4469 1.2240 3.2689
H 2.4934 0.3930 1.9637
H 1.6481 -0.5946 3.2728
H -0.6911 0.0302 2.4091
H 0.3356 -1.0234 1.2664
H -0.7389 0.5581 -0.2941
H 1.0145 1.0301 -0.1087
H 0.5404 3.2616 0.6344
H -1.1495 2.8793 0.0545
H -0.4163 2.2827 3.1222
H -0.7928 3.9439 2.4670
H -2.7684 2.4841 3.5208
H -3.0957 3.4663 1.9329
H -3.2885 1.6913 -0.4889
C 4.0597 0.4120 -2.1912
C 4.2182 -0.0511 -0.7676
C 5.4942 -0.7647 -0.4085
O 3.3480 0.1439 0.0614
H 3.0940 0.9090 -2.3048
H 4.8507 1.1223 -2.4412
H 4.0938 -0.4451 -2.8669
H 6.3488 -0.1067 -0.5794
H 5.5919 -1.6741 -1.0051
H 5.4700 -1.0399 0.6479
C -0.8781 -2.4293 -1.9298
C -1.1471 -2.3827 -3.4100
C -2.0403 -3.4494 -3.9854
O -0.6618 -1.5168 -4.1141
H -0.2203 -1.6013 -1.6555
H -1.8157 -2.3291 -1.3787
H -0.3850 -3.3688 -1.6708
H -3.0290 -3.3944 -3.5246
H -1.5990 -4.4342 -3.8175
H -2.1458 -3.2916 -5.0607
*
```

Energetically preferred structure: (two) | next structure: +12.508 eV

(one)
Density functional theory data (ωB97M-V/def2-TZVPD) for a structure of composition C4H6IN3OS.

Values from the calculation:
* LUMO: -0.011 Ha
* HOMO energy: -9.5 eV
* orbital gap: 9.16 eV

```
! RIJCOSX wB97M-V def2-TZVPD def2/J DEFGRID3
* xyz 0 1
C -1.7993 -1.8066 -0.4317
C 1.3050 0.2426 -0.6616
C 0.2709 1.4283 -0.5208
C 1.2828 -0.6381 0.5550
N -2.2125 -1.8669 -1.5182
N -1.3594 -1.6504 0.7750
N -0.8503 0.7944 0.0166
O -0.6159 -0.0949 2.4992
S -0.5599 -0.4546 1.1175
I -2.6159 1.5560 0.2993
H 0.9915 -0.2538 -1.4964
H 2.2900 0.6509 -0.7145
H 0.6810 2.3214 -0.1165
H -0.0691 1.7512 -1.5201
H 1.4407 -1.7077 0.2876
H 1.8203 -0.2718 1.4295
*
```

(two)
Density functional theory data (ωB97M-V/def2-TZVPD) for a cluster of 2 separate species, C4H6IN3OS in total.

Values from the calculation:
* LUMO (spin up / spin down): -0.150 / -0.150 Ha
* HOMO energy (spin up / spin down): -9.1 / -9.1 eV
* orbital gap (spin up / spin down): 5.02 / 5.02 eV

```
! RIJCOSX wB97M-V def2-TZVPD def2/J DEFGRID3
* xyz 0 1
C -1.8679 1.9621 0.3771
C -0.2702 0.1891 1.2565
C -0.3270 0.4598 -0.9251
C -0.5877 1.4304 0.3469
N -2.8893 2.4572 0.4362
N 0.6989 -3.0456 -1.1037
N -0.3012 -0.6423 0.0338
O 0.9219 -2.4052 1.2924
S 0.8826 -1.9146 -0.1020
I 3.3996 1.0135 -0.1306
H 0.7240 0.2319 1.5620
H -0.9325 -0.1809 2.0454
H -1.0440 0.4042 -1.8198
H 0.6900 0.5720 -1.4110
H 0.1973 2.2220 0.2898
H 0.7056 -2.7537 -2.1479
*
```

Energetically preferred structure: (one) | next structure: +1.896 eV